1.
{"formula": "C4H6O2", "method": "the ωB97M-V functional and the def2-TZVPD basis", "elements": ["O", "C", "C", "C", "O", "C", "H", "H", "H", "H", "H", "H"], "positions_angstrom": [[0.90257, 1.98682, 0.82106], [0.37535, 1.01080, 0.34159], [-1.11083, 0.83421, 0.16630], [-0.28155, -1.90698, -0.08285], [0.47609, -1.13271, -0.81373], [1.24909, -0.17698, -0.06888], [-1.35620, 0.70221, -0.89392], [-1.65437, 1.68082, 0.58203], [-1.40361, -0.09187, 0.67762], [-0.90758, -2.41283, -0.85589], [2.06831, 0.15293, -0.71112], [1.64273, -0.64642, 0.83779]], "forces_ev_per_angstrom": [[-0.191, -0.331, -0.211], [0.085, 0.137, 0.125], [-0.059, 0.139, 0.050], [0.201, 0.010, -0.439], [-0.280, -0.250, 0.245], [0.186, 0.125, 0.063], [0.033, 0.058, 0.166], [0.139, -0.002, -0.051], [-0.067, 0.199, -0.028], [0.171, -0.118, 0.095], [-0.137, 0.005, 0.103], [-0.081, 0.028, -0.118]], "total_charge": 0, "e_above_lowest_kj_mol": 355.9, "multiplicity": 1}

2.
{"formula": "C32H78N11O5", "method": "the ωB97M-V functional and the def2-TZVPD basis", "elements": ["C", "C", "N", "C", "C", "C", "C", "C", "C", "N", "N", "C", "C", "C", "C", "N", "N", "N", "H", "H", "H", "H", "H", "H", "H", "H", "H", "H", "H", "H", "H", "H", "H", "H", "H", "H", "H", "H", "H", "H", "H", "C", "C", "C", "O", "C", "N", "H", "H", "H", "H", "H", "H", "H", "H", "H", "H", "H", "C", "C", "C", "O", "C", "N", "H", "H", "H", "H", "H", "H", "H", "H", "H", "H", "H", "C", "C", "C", "O", "C", "N", "H", "H", "H", "H", "H", "H", "H", "H", "H", "H", "H", "C", "C", "C", "O", "C", "N", "H", "H", "H", "H", "H", "H", "H", "H", "H", "H", "H", "C", "C", "C", "O", "C", "N", "H", "H", "H", "H", "H", "H", "H", "H", "H", "H", "H"], "positions_angstrom": [[5.01322, -1.27552, -1.78659], [4.88171, 0.25838, -1.90615], [4.69612, 0.87986, -0.81121], [5.01401, 0.99122, -3.25295], [3.84093, 0.79757, -4.19089], [3.18676, -0.42177, -4.38007], [2.14189, -0.51405, -5.26483], [1.35268, -1.77884, -5.51805], [-0.16641, -1.60412, -5.20311], [-0.41117, -1.71302, -3.75991], [1.76449, 0.56770, -5.94672], [2.34669, 1.77117, -5.80330], [3.37732, 1.92453, -4.92131], [3.95596, 3.32891, -4.79481], [3.13230, 4.17069, -3.70893], [4.03801, 4.84588, -2.77008], [2.38440, 5.18072, -4.46919], [2.21411, 3.22418, -3.04455], [5.83441, -1.44052, -1.07867], [5.31856, -1.66244, -2.76803], [4.06921, -1.68855, -1.42042], [4.65415, 1.88721, -0.99842], [5.90962, 0.58417, -3.75999], [5.23866, 2.04053, -3.03819], [3.50197, -1.29397, -3.81349], [1.70658, -2.63689, -4.94271], [1.40173, -1.95451, -6.60823], [-0.53111, -0.65708, -5.63583], [-0.75349, -2.39060, -5.70447], [-0.96373, -2.55896, -3.60132], [-1.02878, -0.97187, -3.44133], [0.99209, 0.49451, -6.60052], [1.98434, 2.62184, -6.37352], [5.00946, 3.33222, -4.50348], [3.89997, 3.85356, -5.75892], [4.05948, 4.33853, -1.88748], [3.56999, 5.71793, -2.52021], [1.93733, 4.69467, -5.24131], [1.64742, 5.50393, -3.84225], [2.63247, 2.82354, -2.21159], [1.32461, 3.65546, -2.82170], [-0.36416, 3.42943, 0.25441], [-1.00968, 2.29470, -0.53562], [-1.84847, 1.34213, 0.32644], [-1.07590, 0.44163, 1.09537], [-0.54466, 0.98456, 2.29461], [0.03615, 1.56714, -1.26858], [0.50983, 3.10107, 0.81680], [-0.02772, 4.21855, -0.42263], [-1.07485, 3.87395, 0.95389], [-1.68397, 2.75501, -1.26502], [-2.44783, 0.71620, -0.34269], [-2.55986, 1.88946, 0.95721], [-1.22543, 1.70587, 2.75752], [0.42784, 1.44388, 2.10346], [-0.38561, 0.16398, 2.99140], [-0.40685, 0.88191, -1.87469], [0.53719, 0.99935, -0.58736], [-6.96998, 4.98193, 2.70473], [-6.18967, 3.67942, 2.85394], [-4.67962, 3.83294, 2.61072], [-4.30699, 3.95517, 1.24696], [-4.46440, 5.25439, 0.70278], [-6.78279, 2.66839, 1.97214], [-7.12798, 5.25558, 1.66172], [-7.95622, 4.88353, 3.15890], [-6.45676, 5.80825, 3.20155], [-6.31599, 3.34341, 3.88733], [-4.18889, 2.92054, 2.96434], [-4.26036, 4.65991, 3.19823], [-4.25523, 6.03400, 1.43991], [-5.46838, 5.38215, 0.29354], [-3.75858, 5.35734, -0.12279], [-6.33678, 1.77215, 2.15026], [-6.50377, 2.89282, 1.01988], [2.14344, -0.06068, 4.58791], [3.05707, -0.52845, 3.45893], [4.23013, -1.40229, 3.93137], [5.28467, -0.69208, 4.55273], [5.06404, -0.36463, 5.91347], [3.52169, 0.64734, 2.70955], [2.57040, 0.76233, 5.16184], [1.20030, 0.29481, 4.18346], [1.91898, -0.87691, 5.27826], [2.44951, -1.14189, 2.78511], [4.67684, -1.86974, 3.04875], [3.88502, -2.22088, 4.57684], [4.49731, -1.14214, 6.43330], [4.55299, 0.59659, 6.00161], [6.03743, -0.26465, 6.39358], [4.04007, 0.33797, 1.88991], [4.22572, 1.11086, 3.27950], [-2.31197, -5.90510, -2.17022], [-3.15739, -5.56617, -3.39427], [-3.31577, -6.73341, -4.38020], [-2.17438, -6.98902, -5.17916], [-1.15768, -7.74661, -4.54465], [-2.59078, -4.38046, -4.05094], [-1.24442, -5.91518, -2.39074], [-2.46674, -5.16131, -1.38726], [-2.58548, -6.87901, -1.76078], [-4.15720, -5.30910, -3.03383], [-4.11029, -6.47225, -5.08485], [-3.64117, -7.64754, -3.86908], [-1.57127, -8.49316, -3.86193], [-0.46356, -7.09258, -4.01154], [-0.59308, -8.26177, -5.32161], [-3.21432, -4.09118, -4.80060], [-1.74951, -4.68324, -4.53977], [-2.58695, -3.05039, 7.16788], [-1.17241, -2.48061, 7.21478], [-1.04904, -1.08023, 6.59310], [-1.06200, -1.05838, 5.17522], [-2.35325, -1.13817, 4.59135], [-0.25538, -3.43725, 6.58526], [-2.85243, -3.42493, 6.17944], [-2.67788, -3.88888, 7.85899], [-3.32441, -2.29901, 7.45879], [-0.89554, -2.38960, 8.26915], [-0.07597, -0.67055, 6.88003], [-1.80620, -0.39433, 6.99440], [-3.10961, -0.62297, 5.18996], [-2.63539, -2.18210, 4.44086], [-2.30703, -0.66661, 3.60938], [0.69956, -3.11203, 6.71335], [-0.39833, -3.37932, 5.57946]], "forces_ev_per_angstrom": [[0.489, 1.315, -0.774], [-0.265, -0.332, 0.779], [0.062, 0.248, -0.722], [0.326, -1.036, 0.314], [-0.133, 0.841, -0.264], [0.700, 0.437, 0.514], [-0.595, -1.328, 0.316], [-0.973, 0.513, -0.693], [-0.041, -0.310, 0.186], [-0.441, 0.157, -0.145], [-0.241, 0.631, -0.381], [0.288, -0.070, 0.154], [0.872, 0.500, -0.107], [-0.147, 0.072, 0.671], [0.051, -0.709, -0.488], [-0.605, 0.256, -0.110], [0.171, -0.672, 0.771], [0.190, 0.500, -0.337], [-0.383, -0.224, -0.078], [-0.213, -0.360, 0.385], [0.288, -0.123, -0.110], [-0.027, -0.086, 0.299], [-0.245, 0.147, 0.078], [-0.293, -0.222, -0.164], [-0.257, 0.117, -0.262], [0.254, 0.266, -0.237], [0.281, -0.340, 0.374], [0.048, -0.185, 0.300], [0.484, 0.200, -0.180], [0.197, 0.114, 0.140], [0.207, 0.015, -0.032], [0.083, -0.135, 0.098], [-0.153, -0.440, -0.093], [-0.235, -0.060, -0.161], [0.022, -0.166, 0.271], [0.125, -0.080, -0.200], [0.400, 0.084, -0.122], [-0.145, 0.314, 0.055], [-0.048, 0.260, -0.345], [-0.412, -0.057, 0.062], [0.129, -0.190, 0.351], [-0.002, 0.200, -0.034], [0.181, 0.030, 0.262], [-0.217, -0.088, -0.130], [-0.207, 0.064, 0.082], [0.275, -0.190, -0.094], [-0.067, -0.004, -0.106], [-0.039, -0.074, -0.005], [-0.007, -0.035, -0.012], [-0.003, -0.019, -0.011], [-0.059, -0.116, -0.010], [0.068, -0.045, 0.004], [0.109, 0.121, 0.021], [-0.005, 0.050, -0.072], [-0.028, 0.133, 0.171], [-0.097, -0.043, -0.064], [0.041, 0.028, -0.038], [0.040, 0.062, -0.006], [-0.088, 0.117, 0.170], [-0.065, 0.188, -0.358], [0.055, -0.242, 0.215], [0.088, 0.147, 0.142], [0.007, -0.175, -0.253], [0.271, -0.111, 0.067], [0.061, -0.055, -0.017], [0.021, -0.055, -0.039], [0.000, -0.004, -0.019], [0.100, -0.056, -0.012], [0.004, -0.020, -0.087], [-0.083, 0.093, -0.058], [-0.063, -0.013, 0.035], [-0.015, 0.172, 0.082], [0.049, -0.047, 0.051], [-0.133, -0.032, 0.071], [-0.132, 0.052, 0.001], [-0.081, -0.059, 0.091], [0.117, 0.338, 0.292], [0.023, -0.140, -0.266], [-0.143, -0.134, 0.091], [0.215, 0.186, -0.076], [0.107, -0.214, -0.142], [0.131, -0.039, -0.046], [0.029, -0.002, 0.052], [-0.016, 0.003, -0.016], [0.083, -0.042, -0.032], [0.060, 0.060, 0.014], [-0.073, 0.082, 0.085], [-0.062, 0.015, -0.033], [-0.117, -0.067, 0.131], [0.017, -0.060, -0.059], [-0.121, 0.067, -0.094], [-0.100, 0.054, 0.039], [-0.063, 0.050, 0.203], [0.355, -0.176, 0.138], [-0.253, 0.100, -0.167], [-0.049, -0.057, 0.179], [0.131, 0.100, -0.235], [0.054, 0.167, -0.232], [-0.021, -0.030, -0.082], [0.001, 0.015, -0.053], [0.018, 0.004, -0.019], [-0.032, -0.002, -0.115], [0.068, 0.001, -0.052], [0.099, 0.019, 0.105], [-0.015, 0.051, 0.051], [0.003, -0.117, 0.154], [-0.082, 0.000, -0.036], [-0.046, 0.057, 0.079], [-0.042, -0.115, 0.036], [-0.132, -0.037, 0.180], [-0.196, -0.107, -0.340], [0.259, 0.077, 0.211], [-0.264, 0.150, 0.050], [0.213, -0.151, -0.200], [0.154, 0.237, -0.001], [0.065, 0.047, -0.028], [0.058, 0.002, -0.038], [0.006, -0.004, -0.020], [0.075, 0.080, -0.033], [0.019, -0.016, -0.089], [-0.105, -0.082, -0.040], [0.020, -0.061, 0.082], [-0.212, 0.045, 0.058], [0.034, 0.020, 0.028], [0.005, -0.109, 0.108], [-0.072, -0.104, 0.029]], "total_charge": 1, "e_above_lowest_kj_mol": 0.0, "multiplicity": 1}

3.
{"formula": "C2H3Cl2NSi", "method": "the ωB97M-V functional and the def2-TZVPD basis", "elements": ["C", "C", "N", "Si", "Cl", "Cl", "H", "H", "H"], "positions_angstrom": [[1.60179, -0.86883, -0.29105], [0.56021, 0.58519, -0.38448], [2.08308, -1.89319, -0.21180], [-1.05428, 0.09150, 0.41161], [-1.67762, -1.74098, 0.22996], [-2.40517, 1.37319, -0.27709], [0.65819, 0.73712, -1.37461], [1.23643, 1.24620, 0.09743], [-1.00263, 0.46980, 1.80003]], "forces_ev_per_angstrom": [[-3.580, 4.526, -0.160], [3.009, -5.118, 2.496], [1.050, -1.636, 0.116], [1.001, 1.692, 0.827], [-0.351, -1.845, -0.415], [-1.056, 0.903, -0.847], [-0.363, 0.697, -3.519], [-0.018, 0.983, 0.856], [0.309, -0.202, 0.646]], "total_charge": 0, "e_above_lowest_kj_mol": 147.2, "smiles": "N#CC[SiH](Cl)Cl", "multiplicity": 1}